12
Properties=species:S:1:pos:R:3:forces:R:3 method="wB97M-V/def2-TZVPD" charge=0 lumo_energy_ev="0.99 / -2.30" orbital_gap_ev="6.1 / 7.7" e_homo_ev="-5.1 / -10.0" de_lowest_ev=0.000 spin_multiplicity=3
H 1.1908 1.8554 -0.0969 0.13 0.14 -0.06
C 0.2571 1.3474 0.1265 0.49 -0.87 -0.36
H 2.2643 -0.2733 -0.8218 0.15 -0.17 -0.04
C 1.3605 -0.8070 -0.5614 8.33 -5.38 -3.89
H 1.3747 -1.8715 -0.7026 -0.03 -0.18 -0.05
H -1.4492 -0.4048 1.4054 -0.15 0.04 -0.01
H -0.0133 1.5488 1.1623 -0.08 0.21 0.22
C -1.2278 -0.8043 0.4238 4.54 0.57 -1.40
H -0.5324 1.7661 -0.4992 -0.14 0.27 -0.08
H -1.1173 -1.8899 0.4144 -0.21 0.18 0.16
C 0.3465 -0.1214 -0.0994 -12.59 5.07 5.71
Cl -2.4538 -0.3454 -0.7511 -0.44 0.13 -0.19